Arrangement A

{
  "formula": "C54H162N27O9P9",
  "method": "the ωB97M-V functional and the def2-TZVPD basis",
  "symbols": ["C", "N", "C", "P", "O", "N", "C", "C", "N", "C", "C", "H", "H", "H", "H", "H", "H", "H", "H", "H", "H", "H", "H", "H", "H", "H", "H", "H", "H", "C", "N", "C", "P", "O", "N", "C", "C", "N", "C", "C", "H", "H", "H", "H", "H", "H", "H", "H", "H", "H", "H", "H", "H", "H", "H", "H", "H", "H", "C", "N", "C", "P", "O", "N", "C", "C", "N", "C", "C", "H", "H", "H", "H", "H", "H", "H", "H", "H", "H", "H", "H", "H", "H", "H", "H", "H", "H", "C", "N", "C", "P", "O", "N", "C", "C", "N", "C", "C", "H", "H", "H", "H", "H", "H", "H", "H", "H", "H", "H", "H", "H", "H", "H", "H", "H", "H", "C", "N", "C", "P", "O", "N", "C", "C", "N", "C", "C", "H", "H", "H", "H", "H", "H", "H", "H", "H", "H", "H", "H", "H", "H", "H", "H", "H", "H", "C", "N", "C", "P", "O", "N", "C", "C", "N", "C", "C", "H", "H", "H", "H", "H", "H", "H", "H", "H", "H", "H", "H", "H", "H", "H", "H", "H", "H", "C", "N", "C", "P", "O", "N", "C", "C", "N", "C", "C", "H", "H", "H", "H", "H", "H", "H", "H", "H", "H", "H", "H", "H", "H", "H", "H", "H", "H", "C", "N", "C", "P", "O", "N", "C", "C", "N", "C", "C", "H", "H", "H", "H", "H", "H", "H", "H", "H", "H", "H", "H", "H", "H", "H", "H", "H", "H", "C", "N", "C", "P", "O", "N", "C", "C", "N", "C", "C", "H", "H", "H", "H", "H", "H", "H", "H", "H", "H", "H", "H", "H", "H", "H", "H", "H", "H"],
  "positions_angstrom": [[3.580, 2.997, 6.916], [4.301, 2.776, 5.612], [3.887, 3.747, 4.588], [5.721, 1.860, 5.480], [5.844, 0.804, 6.492], [5.785, 1.289, 3.844], [7.051, 1.126, 3.079], [4.676, 0.442, 3.388], [7.029, 2.983, 5.498], [8.443, 2.697, 5.919], [6.910, 4.333, 4.890], [2.518, 2.966, 6.674], [3.941, 3.912, 7.386], [3.722, 2.169, 7.611], [3.940, 4.773, 4.953], [2.889, 3.558, 4.193], [4.564, 3.655, 3.739], [6.797, 1.255, 2.027], [7.875, 1.811, 3.280], [7.366, 0.092, 3.216], [4.536, -0.400, 4.065], [3.816, 1.109, 3.451], [4.785, 0.061, 2.372], [8.787, 3.469, 6.607], [8.501, 1.781, 6.506], [9.187, 2.691, 5.122], [6.660, 4.273, 3.831], [7.838, 4.901, 4.947], [6.077, 4.889, 5.321], [-7.404, -5.688, 2.724], [-6.592, -4.476, 2.721], [-5.155, -4.631, 2.315], [-7.103, -3.104, 3.622], [-8.547, -3.078, 3.965], [-6.145, -3.146, 5.065], [-4.707, -2.933, 5.075], [-6.792, -3.452, 6.332], [-6.519, -1.839, 2.691], [-6.258, -0.469, 3.207], [-6.825, -1.770, 1.234], [-8.339, -5.521, 2.189], [-7.736, -5.823, 3.753], [-7.031, -6.603, 2.264], [-5.193, -5.019, 1.297], [-4.748, -5.341, 3.035], [-4.571, -3.711, 2.358], [-4.451, -3.985, 5.197], [-4.396, -2.593, 4.087], [-4.330, -2.221, 5.809], [-7.104, -2.504, 6.770], [-7.706, -4.004, 6.113], [-6.111, -3.980, 7.001], [-5.247, -0.258, 2.857], [-6.852, 0.297, 2.708], [-6.245, -0.399, 4.294], [-7.704, -1.153, 1.048], [-6.816, -2.739, 0.734], [-6.037, -1.226, 0.714], [3.162, 1.373, -8.039], [1.707, 1.168, -7.770], [0.901, 1.175, -9.006], [1.134, 0.810, -6.147], [1.462, -0.588, -5.749], [1.962, 1.986, -5.129], [2.210, 3.395, -5.501], [2.019, 1.725, -3.710], [-0.488, 1.296, -6.089], [-0.966, 2.612, -6.580], [-1.238, 0.824, -4.894], [3.460, 0.483, -8.594], [3.771, 1.317, -7.137], [3.315, 2.209, -8.722], [1.095, 1.935, -9.763], [-0.163, 1.205, -8.772], [1.158, 0.218, -9.460], [1.897, 4.016, -4.662], [3.278, 3.562, -5.641], [1.553, 3.680, -6.322], [1.229, 2.309, -3.238], [1.852, 0.656, -3.575], [3.013, 1.981, -3.343], [-0.370, 3.015, -7.399], [-2.021, 2.522, -6.841], [-0.878, 3.415, -5.848], [-1.119, -0.252, -4.771], [-2.296, 1.077, -4.821], [-0.873, 1.343, -4.008], [6.607, -1.573, 0.381], [6.053, -2.735, 1.040], [6.003, -2.831, 2.466], [4.993, -3.758, 0.107], [3.508, -3.384, 0.095], [5.628, -3.733, -1.489], [7.019, -4.187, -1.734], [4.761, -3.929, -2.650], [5.229, -5.448, 0.526], [4.176, -6.362, 0.176], [6.390, -6.039, 1.212], [7.473, -1.299, 0.985], [5.912, -0.734, 0.424], [6.882, -1.855, -0.635], [6.750, -3.482, 2.920], [5.037, -2.941, 2.958], [6.335, -1.892, 2.908], [6.984, -5.277, -1.741], [7.347, -3.928, -2.741], [7.695, -3.799, -0.972], [3.850, -3.345, -2.515], [5.243, -3.593, -3.568], [4.404, -4.959, -2.661], [3.432, -6.471, 0.965], [3.632, -5.972, -0.685], [4.524, -7.382, 0.010], [5.976, -6.787, 1.887], [6.919, -5.239, 1.732], [7.057, -6.509, 0.489], [-6.452, -4.562, -4.535], [-5.421, -3.573, -4.099], [-4.051, -4.065, -4.441], [-5.770, -2.602, -2.669], [-5.210, -3.162, -1.409], [-5.095, -1.049, -3.184], [-5.562, -0.191, -4.266], [-4.234, -0.403, -2.279], [-7.477, -2.412, -2.591], [-8.301, -1.797, -3.650], [-8.219, -3.411, -1.848], [-6.208, -5.555, -4.155], [-6.621, -4.647, -5.608], [-7.453, -4.377, -4.146], [-3.367, -3.241, -4.239], [-4.004, -4.461, -5.455], [-3.766, -4.883, -3.779], [-4.730, 0.426, -4.605], [-5.922, -0.898, -5.014], [-6.419, 0.411, -3.966], [-4.647, 0.515, -1.861], [-4.016, -1.041, -1.423], [-3.287, -0.112, -2.734], [-7.708, -1.434, -4.489], [-8.987, -2.507, -4.111], [-8.705, -0.866, -3.252], [-7.574, -4.056, -1.250], [-8.731, -4.117, -2.501], [-8.945, -2.918, -1.202], [-6.623, 6.956, -4.084], [-5.955, 6.041, -3.123], [-6.679, 6.022, -1.900], [-4.299, 5.826, -3.048], [-3.611, 6.665, -2.074], [-4.146, 4.122, -2.774], [-5.153, 3.155, -3.108], [-2.919, 3.604, -2.263], [-3.726, 5.949, -4.645], [-2.421, 6.443, -4.970], [-4.417, 5.202, -5.759], [-7.416, 6.332, -4.496], [-5.943, 7.281, -4.872], [-6.933, 7.838, -3.523], [-6.671, 5.032, -1.444], [-7.724, 6.265, -2.089], [-6.291, 6.688, -1.129], [-5.807, 3.477, -3.918], [-4.763, 2.196, -3.449], [-5.913, 3.032, -2.337], [-2.599, 2.859, -2.992], [-2.073, 4.282, -2.146], [-3.117, 3.105, -1.315], [-1.895, 6.865, -4.113], [-1.910, 5.620, -5.468], [-2.577, 7.277, -5.654], [-4.475, 5.801, -6.668], [-5.456, 5.072, -5.455], [-3.947, 4.220, -5.812], [2.432, 4.520, -1.715], [3.542, 5.238, -1.238], [4.299, 5.688, -2.383], [4.042, 4.976, 0.352], [3.057, 4.440, 1.313], [5.305, 3.877, -0.040], [5.188, 2.438, 0.158], [6.608, 4.346, -0.603], [4.704, 6.521, 0.780], [4.037, 7.770, 0.322], [5.802, 6.739, 1.717], [2.100, 4.828, -2.706], [1.625, 4.631, -0.991], [2.704, 3.467, -1.777], [3.674, 6.171, -3.134], [4.863, 4.975, -2.984], [5.030, 6.446, -2.103], [4.533, 1.944, -0.560], [6.159, 1.944, 0.128], [4.911, 2.207, 1.187], [6.715, 5.431, -0.598], [7.496, 3.926, -0.131], [6.624, 4.011, -1.640], [3.088, 7.602, -0.188], [3.775, 8.383, 1.184], [4.713, 8.375, -0.284], [6.409, 7.502, 1.230], [6.222, 5.789, 2.048], [5.409, 7.204, 2.621], [2.270, -3.567, 3.998], [0.906, -3.738, 3.449], [0.904, -3.818, 1.955], [-0.489, -4.282, 4.325], [-1.710, -3.846, 3.665], [-0.347, -5.991, 4.403], [-1.168, -6.774, 3.418], [0.899, -6.646, 4.820], [-0.332, -3.694, 5.904], [-0.658, -4.557, 7.078], [-0.464, -2.278, 6.126], [2.593, -2.564, 3.719], [3.048, -4.200, 3.571], [2.308, -3.484, 5.084], [1.403, -4.773, 1.791], [1.579, -3.079, 1.522], [-0.085, -3.783, 1.498], [-2.224, -6.583, 3.607], [-0.912, -6.613, 2.370], [-1.014, -7.848, 3.521], [1.445, -6.776, 3.886], [1.546, -6.057, 5.470], [0.754, -7.591, 5.344], [-1.719, -4.604, 7.325], [-0.505, -5.611, 6.846], [0.040, -4.362, 7.893], [-0.211, -1.693, 5.242], [0.256, -1.995, 6.894], [-1.508, -1.976, 6.213], [-1.232, -2.416, -0.896], [-0.150, -1.501, -0.459], [1.083, -1.800, -1.140], [-0.465, 0.068, 0.152], [-0.840, 0.998, -0.925], [-1.677, -0.087, 1.338], [-2.622, 1.010, 1.503], [-1.877, -1.288, 2.206], [0.854, 0.464, 1.153], [1.516, 1.808, 1.031], [1.326, -0.307, 2.321], [-1.985, -2.367, -0.109], [-1.002, -3.469, -1.055], [-1.642, -2.095, -1.854], [0.822, -1.645, -2.187], [1.323, -2.857, -1.019], [1.973, -1.313, -0.743], [-2.169, 1.941, 1.845], [-3.080, 1.227, 0.538], [-3.436, 0.783, 2.191], [-2.829, -1.784, 2.013], [-1.033, -1.966, 2.082], [-1.835, -0.986, 3.252], [2.533, 1.602, 0.696], [1.042, 2.457, 0.294], [1.633, 2.369, 1.958], [1.077, 0.233, 3.234], [2.413, -0.251, 2.254], [1.006, -1.348, 2.276]],
  "mulliken_charge": [-1.0873, 0.4859, -1.2368, 0.3438, -0.8880, 0.9675, -0.4134, -1.9342, 0.1497, -1.1101, -0.9289, 0.3705, 0.2919, 0.3204, 0.4519, 0.3924, 0.1255, -0.0559, 0.2350, 0.2284, 0.6682, 0.5042, 0.3300, 0.4303, 0.3207, 0.3667, 0.2509, 0.4553, 0.1628, -1.1231, 0.4037, -0.9559, 0.2521, -0.8836, 0.4328, -0.6644, -1.1413, 0.5537, -0.9080, -1.1250, 0.3354, 0.2994, 0.3726, 0.5145, 0.6653, -0.2914, 0.5104, -0.2451, 0.4572, 0.3252, 0.3137, 0.3402, 0.1788, 0.3955, 0.3166, 0.3766, 0.2226, 0.2858, -1.1790, 0.4329, -1.0880, 0.4360, -0.8537, 0.2672, -0.9633, -0.9755, 0.4502, -1.3089, -0.7883, 0.4332, 0.3352, 0.2844, 0.3019, 0.3436, 0.3792, 0.2258, 0.2525, 0.3159, 0.1403, 0.2425, 0.6833, 0.4450, 0.3912, 0.3340, 0.4107, 0.0191, 0.1225, -1.0227, 0.1173, -0.1459, 0.0347, -0.3228, 0.2331, -1.1658, -0.8503, 0.4469, -0.8785, -1.0470, 0.3584, 0.1522, 0.5251, 0.3512, -0.1658, -0.2211, 0.3079, 0.3537, 0.3681, 0.1223, 0.3724, 0.2810, 0.1098, 0.2083, 0.4346, 0.4437, 0.2432, 0.2471, -0.9456, 0.2297, -0.8452, 0.7379, -0.8138, 0.5152, -1.0927, -0.3891, 0.2238, -0.9627, -1.3639, 0.3867, 0.2938, 0.1887, 0.1502, 0.3152, 0.3203, 0.1054, 0.5468, 0.2409, 0.1475, 0.0557, -0.1847, 0.3022, 0.3331, 0.3510, 0.3704, 0.4718, 0.3373, -1.1958, 0.4690, -1.1309, 0.2787, -0.8806, 0.4947, -0.8926, -0.8404, 0.3186, -0.9140, -0.9667, 0.3489, 0.3547, 0.4287, 0.2916, 0.4580, 0.2966, 0.4298, -0.0841, 0.2822, 0.1113, 0.3868, 0.3625, 0.3456, 0.1107, 0.3536, 0.3847, 0.3233, 0.1236, -1.1145, 0.4843, -1.0092, 0.0610, -0.7624, 0.5012, -0.8655, -1.2321, 0.5218, -1.2256, -0.9072, 0.4108, 0.3521, 0.0722, 0.3850, 0.3071, 0.3013, -0.0388, 0.6779, -0.0582, 0.3261, 0.3559, 0.4080, 0.3166, 0.3977, 0.3720, 0.3458, 0.1240, 0.3353, -0.7777, 1.3098, -1.1613, -0.3367, -0.5305, 0.2320, -0.8012, -1.1224, 0.5416, -1.0054, -0.6316, -0.0719, 0.2522, 0.4118, 0.3594, 0.0991, 0.2111, 0.1124, 0.2677, 0.3748, 0.2963, 0.3739, 0.3362, 0.2751, 0.2990, 0.3216, -0.0423, 0.3813, 0.1033, -1.0395, 1.5953, -1.4644, -0.7199, -0.3993, 0.8703, -1.0024, -1.0015, 0.3995, -0.9277, 0.3514, 0.1359, 0.3315, 0.0833, 0.2359, 0.3998, 0.3423, 0.3331, 0.0763, 0.1352, 0.2829, -0.0663, 0.6801, 0.2464, 0.1728, 0.3172, 0.2371, -0.8630, -0.1293],
  "total_charge": 0,
  "homo_energy_ev": -7.35,
  "smiles": "CN(C)P(=O)(N(C)C)N(C)C.CN(C)P(=O)(N(C)C)N(C)C.CN(C)P(=O)(N(C)C)N(C)C.CN(C)P(=O)(N(C)C)N(C)C.CN(C)P(=O)(N(C)C)N(C)C.CN(C)P(=O)(N(C)C)N(C)C.CN(C)P(=O)(N(C)C)N(C)C.CN(C)P(=O)(N(C)C)N(C)C.CN(C)P(=O)(N(C)C)N(C)C",
  "homo_lumo_gap_ha": 0.2864
}

=====

Arrangement B

{
  "formula": "C54H162N27O9P9",
  "method": "the ωB97M-V functional and the def2-TZVPD basis",
  "symbols": ["C", "N", "C", "P", "O", "N", "C", "C", "N", "C", "C", "H", "H", "H", "H", "H", "H", "H", "H", "H", "H", "H", "H", "H", "H", "H", "H", "H", "H", "C", "N", "C", "P", "O", "N", "C", "C", "N", "C", "C", "H", "H", "H", "H", "H", "H", "H", "H", "H", "H", "H", "H", "H", "H", "H", "H", "H", "H", "C", "N", "C", "P", "O", "N", "C", "C", "N", "C", "C", "H", "H", "H", "H", "H", "H", "H", "H", "H", "H", "H", "H", "H", "H", "H", "H", "H", "H", "C", "N", "C", "P", "O", "N", "C", "C", "N", "C", "C", "H", "H", "H", "H", "H", "H", "H", "H", "H", "H", "H", "H", "H", "H", "H", "H", "H", "H", "C", "N", "C", "P", "O", "N", "C", "C", "N", "C", "C", "H", "H", "H", "H", "H", "H", "H", "H", "H", "H", "H", "H", "H", "H", "H", "H", "H", "H", "C", "N", "C", "P", "O", "N", "C", "C", "N", "C", "C", "H", "H", "H", "H", "H", "H", "H", "H", "H", "H", "H", "H", "H", "H", "H", "H", "H", "H", "C", "N", "C", "P", "O", "N", "C", "C", "N", "C", "C", "H", "H", "H", "H", "H", "H", "H", "H", "H", "H", "H", "H", "H", "H", "H", "H", "H", "H", "C", "N", "C", "P", "O", "N", "C", "C", "N", "C", "C", "H", "H", "H", "H", "H", "H", "H", "H", "H", "H", "H", "H", "H", "H", "H", "H", "H", "H", "C", "N", "C", "P", "O", "N", "C", "C", "N", "C", "C", "H", "H", "H", "H", "H", "H", "H", "H", "H", "H", "H", "H", "H", "H", "H", "H", "H", "H"],
  "positions_angstrom": [[-0.157, 6.982, -3.839], [1.278, 7.055, -3.855], [1.864, 7.712, -5.044], [2.124, 5.862, -3.173], [2.316, 4.591, -3.886], [3.569, 6.650, -3.060], [3.624, 8.090, -2.680], [4.847, 5.910, -3.129], [1.432, 5.648, -1.612], [0.848, 4.351, -1.311], [1.371, 6.727, -0.692], [-0.692, 7.667, -4.535], [-0.525, 7.141, -2.831], [-0.469, 5.933, -4.045], [1.486, 8.739, -5.103], [1.710, 7.180, -5.981], [2.925, 7.711, -4.875], [4.419, 8.680, -3.183], [2.625, 8.538, -2.853], [3.861, 8.254, -1.634], [4.962, 5.221, -2.300], [4.910, 5.339, -4.019], [5.623, 6.652, -3.051], [-0.173, 4.434, -0.927], [1.018, 3.767, -2.211], [1.435, 3.944, -0.518], [0.433, 7.347, -0.745], [2.223, 7.383, -0.831], [1.607, 6.378, 0.307], [-7.216, 2.813, -3.179], [-6.446, 2.333, -2.001], [-5.743, 3.317, -1.265], [-5.748, 0.808, -2.234], [-4.576, 0.720, -3.119], [-5.455, 0.325, -0.636], [-4.476, -0.736, -0.400], [-6.297, 0.568, 0.479], [-6.929, -0.201, -2.815], [-7.013, -0.526, -4.228], [-8.192, -0.533, -2.097], [-7.646, 1.973, -3.713], [-6.548, 3.373, -3.845], [-8.049, 3.460, -2.843], [-6.494, 3.966, -0.713], [-5.126, 3.952, -1.879], [-5.102, 2.913, -0.465], [-5.181, -1.590, -0.213], [-3.911, -1.032, -1.307], [-3.728, -0.487, 0.405], [-5.880, 1.241, 1.261], [-7.223, 0.997, 0.161], [-6.521, -0.435, 0.949], [-7.919, -0.082, -4.655], [-6.160, -0.152, -4.780], [-7.034, -1.648, -4.257], [-8.557, -1.525, -2.469], [-8.993, 0.255, -2.182], [-7.934, -0.571, -1.017], [-1.511, -2.133, 3.288], [-2.626, -2.649, 4.056], [-2.219, -3.628, 5.090], [-4.091, -1.932, 3.897], [-4.093, -1.231, 2.618], [-5.293, -3.069, 4.070], [-5.338, -4.172, 3.015], [-6.646, -2.456, 4.178], [-4.375, -0.871, 5.157], [-4.655, 0.561, 4.998], [-4.496, -1.322, 6.510], [-1.120, -3.027, 2.781], [-0.695, -1.832, 3.989], [-1.783, -1.337, 2.536], [-1.526, -4.365, 4.667], [-3.121, -4.080, 5.559], [-1.738, -3.188, 5.968], [-4.477, -4.868, 3.108], [-6.213, -4.733, 3.297], [-5.410, -3.726, 1.976], [-7.012, -2.342, 3.170], [-7.271, -3.114, 4.769], [-6.623, -1.470, 4.578], [-4.475, 0.790, 3.972], [-5.703, 0.897, 5.194], [-4.073, 1.172, 5.666], [-4.353, -2.416, 6.585], [-5.534, -1.106, 6.953], [-3.746, -0.875, 7.162], [-4.938, 4.140, 4.140], [-3.588, 3.634, 4.250], [-3.184, 3.542, 5.590], [-2.656, 3.508, 2.861], [-3.479, 2.916, 1.776], [-2.203, 5.056, 2.451], [-2.132, 5.527, 1.074], [-1.481, 5.968, 3.398], [-1.403, 2.589, 3.385], [-1.529, 1.172, 3.629], [-0.072, 3.095, 3.513], [-5.613, 3.443, 4.618], [-5.312, 4.125, 3.131], [-5.143, 5.137, 4.593], [-2.143, 3.277, 5.685], [-3.720, 2.746, 6.110], [-3.291, 4.517, 6.120], [-2.823, 4.850, 0.473], [-2.446, 6.572, 1.048], [-1.149, 5.505, 0.637], [-1.383, 5.389, 4.306], [-0.467, 6.216, 3.024], [-2.134, 6.890, 3.706], [-1.638, 0.958, 4.761], [-2.486, 0.791, 3.309], [-0.803, 0.574, 3.135], [0.395, 2.972, 4.486], [0.140, 4.098, 3.118], [0.459, 2.498, 2.772], [-1.789, -5.053, 0.409], [-1.287, -5.913, -0.615], [-0.224, -5.238, -1.355], [-1.350, -7.617, -0.440], [-2.551, -7.966, 0.375], [-1.248, -8.164, -2.018], [-2.146, -7.690, -3.112], [-0.603, -9.406, -2.301], [0.044, -8.269, 0.196], [0.162, -8.588, 1.610], [1.351, -7.890, -0.363], [-2.259, -4.119, -0.010], [-1.088, -4.869, 1.230], [-2.636, -5.589, 0.869], [0.143, -5.895, -2.101], [0.622, -4.882, -0.778], [-0.690, -4.342, -1.812], [-1.585, -7.371, -3.978], [-2.763, -8.520, -3.416], [-2.736, -6.931, -2.720], [0.095, -9.687, -1.536], [-1.258, -10.239, -2.637], [0.086, -9.207, -3.141], [0.842, -9.431, 1.721], [0.618, -7.774, 2.262], [-0.809, -8.873, 2.011], [2.058, -8.786, -0.229], [1.919, -7.088, 0.112], [1.300, -7.604, -1.454], [4.252, -7.176, -6.227], [3.177, -7.186, -5.309], [2.590, -8.466, -4.849], [2.464, -5.742, -4.844], [1.524, -6.113, -3.804], [3.768, -4.763, -4.329], [3.561, -3.326, -4.007], [4.556, -5.314, -3.284], [1.708, -4.748, -5.976], [0.207, -4.936, -6.084], [2.237, -4.169, -7.203], [4.085, -6.647, -7.217], [4.541, -8.138, -6.542], [5.104, -6.819, -5.676], [2.235, -9.084, -5.651], [1.690, -8.226, -4.267], [3.355, -8.965, -4.338], [3.072, -2.655, -4.739], [2.978, -3.252, -3.087], [4.528, -2.861, -3.818], [4.121, -5.200, -2.264], [4.604, -6.420, -3.357], [5.566, -4.906, -3.355], [-0.021, -5.758, -6.725], [-0.200, -5.100, -5.036], [-0.144, -4.057, -6.618], [1.758, -4.695, -8.100], [3.267, -4.380, -7.328], [2.026, -3.114, -7.248], [-2.137, 2.011, -0.833], [-1.087, 1.814, -1.853], [-1.282, 2.501, -3.124], [0.162, 0.785, -1.340], [0.707, 1.125, 0.017], [-0.355, -0.796, -1.480], [-1.508, -1.176, -2.276], [0.264, -1.844, -0.757], [1.379, 1.048, -2.460], [1.169, 0.467, -3.765], [2.711, 1.571, -2.112], [-1.943, 1.476, 0.104], [-3.106, 1.745, -1.269], [-2.074, 3.110, -0.618], [-1.630, 3.493, -2.906], [-1.962, 1.975, -3.828], [-0.310, 2.689, -3.609], [-2.104, -0.270, -2.442], [-1.224, -1.585, -3.239], [-2.132, -1.986, -1.755], [1.035, -1.329, -0.160], [-0.456, -2.373, -0.099], [0.747, -2.568, -1.429], [0.121, 0.081, -3.898], [1.326, 1.058, -4.582], [1.873, -0.363, -3.937], [2.813, 2.605, -2.506], [3.417, 0.843, -2.626], [2.855, 1.538, -1.062], [4.383, -0.389, 0.758], [5.343, -1.298, 1.477], [6.691, -0.737, 1.626], [4.759, -2.413, 2.611], [5.638, -2.457, 3.797], [3.161, -1.983, 2.764], [2.826, -0.592, 3.280], [2.049, -2.883, 3.145], [4.739, -3.905, 1.929], [4.111, -4.103, 0.639], [5.478, -5.214, 2.273], [4.088, 0.552, 1.228], [3.507, -0.996, 0.458], [4.921, -0.096, -0.152], [6.875, -0.571, 2.664], [6.789, 0.211, 1.067], [7.346, -1.470, 1.078], [3.718, -0.022, 3.531], [2.177, -0.081, 2.629], [2.375, -0.727, 4.286], [2.066, -3.118, 4.204], [1.215, -2.305, 2.863], [2.031, -3.761, 2.538], [4.781, -4.022, -0.244], [3.692, -5.100, 0.661], [3.207, -3.439, 0.561], [4.698, -6.011, 2.342], [6.181, -5.177, 3.129], [6.099, -5.434, 1.402], [4.481, 5.103, 0.322], [4.317, 4.658, 1.671], [3.952, 3.235, 1.583], [3.655, 5.534, 2.808], [2.159, 5.727, 2.765], [4.103, 4.832, 4.240], [3.580, 5.472, 5.429], [5.364, 4.180, 4.494], [4.236, 7.091, 2.634], [3.373, 8.176, 2.252], [5.696, 7.414, 2.602], [3.702, 4.973, -0.433], [5.432, 4.680, -0.053], [4.636, 6.178, 0.381], [3.059, 3.021, 0.966], [3.602, 2.788, 2.516], [4.790, 2.609, 1.221], [4.328, 6.209, 5.800], [2.717, 6.077, 5.154], [3.210, 4.825, 6.231], [5.811, 4.542, 5.394], [5.138, 3.085, 4.679], [6.077, 4.250, 3.719], [3.712, 9.127, 2.716], [3.486, 8.405, 1.199], [2.324, 7.901, 2.507], [6.222, 6.466, 2.421], [5.997, 7.866, 3.538], [5.838, 8.119, 1.811]],
  "mulliken_charge": [-0.7924, 0.1954, -1.0719, 0.4777, -1.0462, 0.2127, -1.1651, -0.9754, 1.2510, 0.8391, -0.6155, 0.3635, 0.1779, 0.2340, 0.3855, 0.3237, 0.4168, 0.3761, 0.4257, 0.3182, 0.1478, 0.2740, 0.4008, -0.3882, -0.6568, -0.2982, 0.1320, -0.1637, 0.2477, -1.0152, 0.3915, -0.4387, 0.4283, -1.0673, 1.0200, -0.6801, -0.6977, 0.3529, -1.1403, -0.8012, 0.2616, 0.2971, 0.3247, 0.3610, 0.3485, -0.2411, 0.4775, -0.0082, -0.3184, -0.5861, 0.7678, 0.0725, 0.3832, 0.2581, 0.3569, 0.3634, 0.2280, 0.1306, 0.1113, 1.4214, -1.2495, -1.4752, -0.3189, 0.2339, -0.8865, -1.0016, 1.3722, -1.0208, -1.1160, -0.2110, 0.3834, -0.3752, 0.3205, 0.4018, 0.2755, 0.2778, 0.4683, 0.1555, 0.3686, 0.2781, 0.3495, -0.0687, 0.2790, 0.2031, 0.2937, 0.3184, 0.2835, -1.2386, 0.7978, -1.0854, -1.2532, -0.0954, 0.5968, -0.2406, -1.0019, 2.2545, -0.7914, -0.5179, 0.3320, 0.2419, 0.2974, 0.2674, 0.4010, 0.3371, -0.2086, 0.4913, -0.1807, 0.3042, 0.2517, 0.2805, 0.0895, -0.3925, 0.2319, 0.1653, -0.2775, 0.1076, -1.0481, 0.3842, -0.2315, 0.4393, -0.8790, 0.4688, -1.1423, -0.9149, 0.2541, -0.9740, -0.7591, 0.0408, 0.3772, 0.4222, 0.2680, -0.1298, 0.0721, 0.2051, 0.4124, 0.3920, 0.3345, 0.3323, 0.1777, 0.3683, 0.2021, 0.3374, 0.3970, 0.0948, 0.1710, -1.1084, 0.2003, -0.6255, -0.1281, -0.2467, 0.1881, -0.9482, -0.9014, 0.4180, -0.8362, -1.2279, 0.1923, 0.4926, 0.3376, 0.3607, -0.2000, 0.4504, 0.1111, 0.2406, 0.4906, -0.0192, 0.3457, 0.4336, 0.2820, -0.0056, 0.4506, 0.3495, 0.4274, 0.3011, -0.2993, 1.1448, -1.3198, -0.6427, -0.4748, 1.3357, -0.9657, 0.6957, 0.6562, -0.7341, -0.1539, -0.0744, 0.0474, -0.3563, 0.4313, 0.1393, 0.2366, 0.3995, 0.2104, 0.1306, -0.1340, -0.2753, -0.4290, 0.2348, 0.4395, -0.0635, -0.2187, 0.4436, -0.2264, -0.9424, 0.6332, -1.2349, -0.0478, -0.9878, 0.7705, -1.5499, -0.9556, 0.4788, -0.3107, -0.8892, 0.0718, -0.2416, 0.9577, 0.3568, 0.4071, 0.3157, 0.4303, 0.3337, 0.5254, 0.3095, 0.0963, 0.4076, 0.2470, 0.2063, -0.3199, 0.2488, 0.3044, 0.3367, -0.8932, 0.7579, -1.6051, 0.2373, -0.7289, 0.4087, -1.2128, -1.0463, 0.2390, -0.5478, -1.1593, -0.2665, 0.4326, 0.4604, 0.2736, 0.5479, 0.4034, 0.3835, 0.3022, 0.3655, 0.3881, 0.1853, 0.3942, 0.4410, 0.0139, 0.0527, 0.3343, 0.2522, 0.4626],
  "total_charge": 0,
  "homo_energy_ev": -7.90,
  "smiles": "CN(C)P(=O)(N(C)C)N(C)C.CN(C)P(=O)(N(C)C)N(C)C.CN(C)P(=O)(N(C)C)N(C)C.CN(C)P(=O)(N(C)C)N(C)C.CN(C)P(=O)(N(C)C)N(C)C.CN(C)P(=O)(N(C)C)N(C)C.CN(C)P(=O)(N(C)C)N(C)C.CN(C)P(=O)(N(C)C)N(C)C.CN(C)P(=O)(N(C)C)N(C)C",
  "homo_lumo_gap_ha": 0.3107
}

=====

It comes down to arrangement B, which is 76.6 kcal/mol more stable than the next structure.